1.
95
Properties=species:S:1:pos:R:3:lowdin_charge:R:1 method="wB97M-V/def2-TZVPD" relative_energy_ev=0.6158 gap_ev=7.75 spin_multiplicity=1
C 1.035 -1.675 -3.032 -0.163
C -0.522 2.878 -2.997 -0.623
C 0.907 -3.981 -3.135 -0.412
H -2.857 -1.357 1.432 0.050
H 3.478 2.220 -5.296 0.106
H -5.755 0.309 -2.449 0.103
C 4.122 2.502 -3.261 -0.399
O 0.610 3.522 -3.290 -0.027
H -7.684 1.065 -1.095 0.101
C -2.500 4.740 3.077 -0.079
H 0.466 5.315 -2.256 0.091
H -3.481 0.382 -1.507 0.088
C -5.206 1.555 1.161 -0.098
C 5.156 -2.489 -0.720 -0.122
H -1.542 4.574 -2.660 0.123
C -2.763 3.096 4.802 -0.083
H -3.378 -0.460 2.840 0.066
F -0.433 3.774 -0.442 -0.249
H -0.010 5.387 -3.996 0.097
H 7.698 -3.185 -2.804 0.060
H 3.151 -1.397 1.536 0.063
H 4.468 -3.078 5.256 0.101
O 2.864 -0.780 -0.524 -0.505
C 3.599 1.810 -4.304 -0.169
H -5.054 1.914 2.172 0.099
C -6.484 1.536 0.622 -0.085
O -0.462 1.675 -2.808 -0.104
H -0.692 -2.755 -3.900 0.103
H 6.981 -3.686 -0.334 0.099
C -2.537 -0.605 2.159 -0.454
H -1.503 -2.018 3.415 0.069
C -1.292 -1.077 2.905 -0.446
C -1.335 -2.923 -0.101 -0.135
H 0.686 -0.664 -3.207 0.077
C 3.274 -1.093 -1.796 -0.701
N -2.777 2.946 -2.394 0.069
H 2.765 -0.222 -4.624 0.121
C 0.154 -4.232 1.252 -0.088
S 4.163 1.562 -1.829 1.011
H 0.939 -4.303 1.994 0.098
C -1.375 -5.319 -0.258 -0.093
C 3.666 -2.760 4.602 -0.089
H -2.910 2.839 5.844 0.103
H -2.789 5.213 5.151 0.101
H 0.295 -2.551 4.524 0.090
H -2.778 3.031 -1.382 0.064
C 1.601 -1.938 2.922 -0.402
C 2.234 -2.001 -2.460 -0.451
C -4.326 0.680 -0.895 -0.149
H 0.348 4.208 1.348 0.030
H -1.714 -1.960 -0.435 0.088
H 0.035 -6.353 0.987 0.103
H 2.115 -3.271 5.997 0.101
C -1.863 -4.082 -0.651 -0.090
C 0.275 -2.812 -3.420 -0.190
Ba 1.124 0.992 -0.710 1.705
H -2.643 -4.016 -1.399 0.106
C 6.403 -3.098 -1.032 -0.181
As -2.287 1.052 1.103 1.264
C 3.206 0.490 -3.941 -0.127
H -0.969 -0.349 3.653 0.061
C 4.628 -1.799 -1.767 -0.510
H -2.436 5.775 2.765 0.105
C -2.370 3.730 2.137 -0.133
C 3.441 0.200 -2.630 -0.561
As 0.240 -1.321 1.686 1.232
C 1.317 -2.457 4.183 -0.113
F 1.758 3.986 -0.057 -0.211
C 2.346 -2.868 5.019 -0.088
H -7.324 1.876 1.215 0.102
C -2.645 2.086 3.856 -0.111
S 2.408 -3.707 -2.361 1.082
H 1.692 5.201 -3.531 0.098
C -2.696 4.426 4.415 -0.088
C -0.337 -2.988 0.867 -0.372
C -6.686 1.081 -0.675 -0.092
N -1.668 3.612 -2.939 0.010
C 6.796 -2.857 -2.312 -0.416
S 5.663 -1.876 -3.139 1.049
H -2.712 1.057 4.185 0.083
C 3.952 -2.237 3.350 -0.077
C -5.606 0.654 -1.434 -0.090
H 4.480 3.519 -3.248 0.070
C 0.670 4.949 -3.264 -0.041
H -1.779 -6.225 -0.691 0.102
C 2.926 -1.820 2.511 -0.108
H -3.621 3.344 -2.779 0.093
H 4.647 -2.554 0.229 0.099
H 4.981 -2.140 3.024 0.104
C -4.118 1.120 0.409 -0.401
H 0.561 -4.984 -3.324 0.065
H -2.183 3.988 1.100 0.080
C -0.359 -5.391 0.685 -0.081
C 0.587 3.453 0.589 -0.378
C -2.453 2.391 2.513 -0.395

---

2.
101
Properties=species:S:1:pos:R:3:lowdin_charge:R:1 method="wB97M-V/def2-TZVPD" relative_energy_ev=0.0000 gap_ev=6.91 spin_multiplicity=1 charge=+1
C -2.041 6.554 1.783 0.003
H 6.390 -6.326 -0.587 0.105
C 3.186 4.443 -0.242 -0.062
H 1.855 -3.323 -2.070 0.111
C -1.566 7.449 -0.516 -0.605
H 4.319 3.889 -2.046 0.106
C -0.292 -6.188 3.513 -0.079
H -2.825 -0.748 -0.688 0.118
C -5.626 2.477 -1.330 -0.029
H 3.681 5.271 0.236 0.127
C -0.055 -4.154 4.767 -0.088
N -1.396 -0.884 -2.037 0.092
Cl -0.399 5.583 -3.842 0.726
C 3.489 3.734 -1.381 -0.024
N 0.062 0.232 4.079 0.097
H -2.368 5.540 3.636 0.115
H -2.324 7.531 2.150 0.102
C 5.589 -4.659 0.497 -0.081
C -1.368 -4.108 -2.737 -0.100
C -1.289 5.108 0.017 -0.150
N 2.068 3.907 0.272 -0.006
C 2.690 -0.744 0.326 -0.152
N -1.293 4.028 0.850 0.012
N 1.631 2.870 -0.464 -0.113
H 6.554 -4.327 0.858 0.105
H -0.184 -3.600 5.689 0.100
H -1.645 3.345 2.748 0.081
H -1.129 7.989 -2.524 0.113
C 0.329 -3.569 -0.570 -0.260
C -1.670 4.210 2.099 -0.137
O -0.615 1.213 -2.375 -0.093
H -4.986 3.335 -3.201 0.117
C -1.868 -4.118 -1.440 -0.096
C -0.901 4.822 -1.321 -0.394
C 4.257 -6.201 -0.773 -0.079
C 3.187 -4.370 0.391 -0.267
C 5.497 -5.780 -0.314 -0.083
C -0.387 0.840 2.968 -0.851
O 0.573 0.189 -0.214 -0.312
C 1.687 -0.299 -0.711 -0.603
H 1.214 -1.078 1.866 0.033
C 0.303 -5.578 2.418 -0.108
H -2.909 -4.359 -1.263 0.107
C -2.065 5.459 2.603 -0.019
N -2.911 2.235 -0.814 0.014
H 0.863 -2.516 3.740 0.071
H -0.608 -7.221 3.451 0.106
C -4.689 2.900 -2.258 -0.017
C 4.440 -3.962 0.847 -0.108
Ge 1.580 -3.409 0.939 1.029
C 0.556 0.481 -4.651 0.010
N -2.018 1.146 1.461 -0.144
C -1.180 7.189 -1.798 -0.107
C -1.023 -3.852 -0.367 -0.118
C -3.819 1.807 0.079 -0.267
C -5.184 1.916 -0.142 0.002
H -2.571 3.078 -2.651 0.116
C -0.027 -3.810 -2.957 -0.083
H 4.529 -3.091 1.487 0.093
Zr -0.567 1.950 -0.312 1.767
C 0.537 -3.548 3.667 -0.111
Cl -1.976 9.066 -0.052 0.719
H -0.930 -5.950 5.548 0.105
C 0.722 -4.249 2.477 -0.274
C -0.727 0.029 -2.748 -0.541
C -1.638 6.404 0.440 -0.164
C 2.084 -1.584 1.450 -0.260
H 2.152 -5.833 -0.802 0.098
C 3.112 -5.498 -0.425 -0.112
C -0.852 5.880 -2.202 -0.577
H 3.510 -1.256 -0.176 0.114
O -0.642 3.578 -1.631 -0.299
H -1.327 -1.867 -2.280 0.110
H -5.878 1.565 0.609 0.122
C 0.810 -3.541 -1.882 -0.107
H 3.085 0.191 0.744 0.118
C -3.342 2.762 -1.961 -0.082
H -6.684 2.576 -1.528 0.120
H 4.182 -7.077 -1.405 0.105
H 0.367 -3.792 -3.965 0.113
H -2.018 -4.335 -3.572 0.110
H 0.966 0.469 4.443 0.095
H -1.311 -0.997 -0.067 0.091
C 2.484 2.765 -1.477 -0.100
H -0.560 -0.357 4.607 0.108
H 2.337 1.997 -2.219 0.108
S 0.670 1.926 2.148 0.681
C -3.288 1.203 1.292 -0.091
O 1.910 -0.352 -1.909 0.057
H 1.506 0.560 -4.129 0.083
O -0.306 -0.406 -3.905 0.026
N -1.614 0.526 2.600 0.000
N -1.846 -0.493 -0.772 0.053
H -1.416 -3.898 0.643 0.102
H 0.445 -6.151 1.507 0.103
H 2.805 -1.689 2.264 0.077
C -0.473 -5.474 4.690 -0.085
H -3.955 0.797 2.047 0.137
H 0.088 1.457 -4.758 0.100
H 1.598 4.148 1.130 0.107
H 0.682 0.005 -5.616 0.102

---

3.
105
Properties=species:S:1:pos:R:3:lowdin_spin:R:1 method="wB97M-V/def2-TZVPD" relative_energy_ev=0.0000 s_squared=0.755 gap_ev="7.32 / 6.86" spin_multiplicity=2 charge=+2
H -2.906 1.643 1.319 0.000
H 0.038 5.813 3.699 0.000
H 0.070 -2.843 -1.384 0.000
C 1.042 1.413 -2.011 0.005
C 1.395 2.745 3.507 0.000
H -7.838 3.725 4.750 0.000
H -0.532 2.770 0.721 0.000
C -5.415 1.110 3.294 0.000
H -1.618 3.518 -5.746 0.000
C -5.688 -2.015 -0.808 0.000
H 1.662 2.276 -0.248 0.003
C -4.911 2.254 3.881 0.000
C -7.670 1.833 3.759 0.000
I 4.470 -2.048 -1.536 0.001
H -3.160 3.485 3.600 0.000
H -0.712 3.387 -3.706 0.000
C -0.909 -4.066 2.449 -0.001
H 1.635 4.363 4.909 0.000
C -4.106 -2.001 -2.737 0.000
H -5.203 -4.494 -3.051 0.000
C 2.076 0.502 2.811 0.000
H -1.731 -4.471 3.022 0.000
C 0.254 4.821 3.326 0.000
H -1.429 4.915 -6.737 0.000
C -0.082 3.108 1.644 0.000
H -8.736 1.654 3.706 0.000
N 0.027 -2.156 1.368 -0.004
C -6.621 -4.540 -1.438 0.000
C -6.685 -2.596 -0.038 0.000
H 4.147 -4.877 -0.271 0.000
N -1.193 4.417 -5.898 0.000
H -6.985 -5.526 -1.692 0.000
H -4.434 -1.002 -3.020 0.000
O -1.143 1.971 -2.850 0.008
C -7.237 -1.833 1.082 0.000
C -0.346 4.373 2.150 0.000
O -6.485 -0.805 1.557 0.000
C -3.428 2.516 4.023 0.000
C -1.133 -0.012 3.362 0.000
H -4.757 0.348 2.897 0.000
H 2.213 3.951 -1.527 0.000
C 1.141 4.012 4.012 0.000
C -7.291 -0.276 2.514 0.000
C 3.265 -4.351 0.068 -0.001
H 2.609 4.324 -3.184 0.000
C 1.776 2.377 -2.954 0.004
H 3.417 -0.944 3.320 0.000
C -7.161 2.986 4.342 0.000
C 3.083 -3.005 -0.321 0.003
H -3.035 -0.102 -0.847 0.000
C 0.556 4.682 -2.666 0.000
C -5.795 3.202 4.394 0.000
H -0.413 -0.751 3.672 0.000
H -1.778 -2.091 2.334 0.000
N -1.214 -1.228 -0.746 -0.006
N -2.573 1.498 3.416 0.000
S 2.482 1.545 4.137 0.000
C 1.850 3.856 -2.554 0.001
N 2.657 -0.697 2.711 0.000
C 1.200 -4.296 1.319 0.000
Ru 0.001 -0.124 0.540 0.773
O -0.969 1.321 -0.740 0.028
H -5.351 -1.014 -0.563 0.000
H 0.211 -5.879 2.409 0.000
C -5.617 -3.958 -2.205 0.000
C -6.792 0.905 3.221 0.000
H 2.431 0.845 -0.597 0.002
N -1.841 -2.763 -2.239 0.000
N -8.403 -0.906 2.629 0.000
C -0.451 4.976 -4.933 0.000
H 0.640 6.640 -4.454 0.000
C -2.388 1.179 2.144 0.003
H -0.091 6.679 -6.006 0.000
N -8.367 -1.936 1.680 0.000
N -2.826 -1.862 -2.035 0.001
H -5.411 4.107 4.851 0.000
H 1.159 0.410 -2.439 0.000
H 0.812 5.738 -2.718 0.000
H -0.066 4.553 -1.779 0.000
C 1.978 -2.298 0.092 0.000
N -0.266 4.311 -3.812 0.000
C -2.445 -0.947 -1.154 0.001
N -1.770 0.744 4.206 0.000
N 1.555 1.352 -0.651 0.122
H -7.948 -4.304 0.243 0.000
C 2.347 -4.993 0.858 0.002
N 1.165 0.965 1.978 -0.002
N 0.076 6.186 -5.147 0.000
O 1.725 -1.041 -0.217 0.044
H -3.893 -2.568 -3.638 0.000
H 2.802 2.010 -3.028 0.000
H -1.024 5.027 1.616 0.000
C -0.465 1.603 -1.885 0.004
C -5.152 -2.687 -1.895 0.000
N -1.488 0.200 2.054 0.006
C -0.941 -2.717 2.065 0.002
C -7.162 -3.864 -0.357 0.000
C -0.883 -2.347 -1.454 0.000
C 0.787 2.275 2.344 0.000
H 2.565 -1.192 1.841 0.000
C 0.161 -4.842 2.104 0.003
H 1.343 2.281 -3.951 0.001
C 1.067 -2.942 0.953 0.001
I 2.668 -6.988 1.350 0.000
H -3.148 2.519 5.074 0.000

---

Number 1: largest force on an atom 0.012 Eh/bohr. Number 2: largest force on an atom 0.010 Eh/bohr. Number 3: largest force on an atom 0.042 Eh/bohr.